Here is C5H8 in the gas phase from the OMol25 dataset. Energies are from wB97M-V/def2-TZVPD.

Calculated values
- ΔE to the lowest compared entry with this formula, charge and spin (kcal/mol) = 107.4
- LUMO level (spin up / spin down) (Ha) = -0.0055 / -0.0068
- orbital gap (spin up / spin down) (eV) = 7.31 / 7.51

Last column: Mulliken charge in e.
Atoms and positions in Å:
H -1.5393 -1.0372 -1.1872  0.349
H 3.1881 -0.4123 0.0218  0.161
H -2.0967 -0.6271 0.4350  0.317
H -0.9745 1.4653 -1.2805  0.320
H -0.8006 1.9022 0.4199  0.284
H -0.9691 -1.9879 0.1903  0.378
C -1.2266 -0.9745 -0.1359  -1.300
C 1.1466 -0.4482 0.4833  -0.215
C -0.0461 -0.0351 -0.0695  0.873
C -0.3026 1.3945 -0.4205  -1.113
H 0.5453 -0.8671 1.3370  0.208
H 0.6331 1.9223 -0.6172  0.335
C 2.4423 -0.2947 0.8234  -0.598